[1]
# C22H52ClN8O4P2

3 unconnected molecules or ions with the total composition C22H52ClN8O4P2 at a distorted geometry (ωB97M-V with the def2-TZVPD basis set, OMol25).

Computed properties:
- HOMO level (alpha / beta) (eV) = -8.26 / -8.26
- F_max (eV/Å) = 6.66
- DFT total energy (hartree) = -2751.19572
- gap between HOMO and LUMO (alpha / beta) (eV) = 8.555 / 8.548

The geometry in ORCA input format:
```
! RIJCOSX wB97M-V def2-TZVPD def2/J DEFGRID3
* xyz 0 2
C -0.274 -0.466 -3.701
C -0.970 0.824 -4.189
C -2.392 0.395 -4.602
C -0.318 1.391 -5.455
C 1.017 2.122 -5.221
Cl 2.424 1.049 -5.581
O 1.076 3.262 -6.150
C 1.271 2.858 -7.369
N 1.349 2.552 -8.493
C 1.164 2.622 -3.784
C -0.191 2.960 -3.173
C 0.116 3.436 -1.708
C -0.874 4.164 -3.856
N -1.089 1.795 -3.053
O -2.285 2.158 -2.775
H -0.699 -1.333 -4.204
H -0.504 -0.567 -2.644
H 0.799 -0.436 -3.883
H -2.933 1.215 -5.069
H -2.936 -0.067 -3.785
H -2.271 -0.361 -5.383
H -1.026 1.992 -6.024
H -0.098 0.533 -6.093
H 1.740 3.547 -3.812
H 1.723 1.895 -3.197
H 1.103 3.898 -1.719
H -0.575 4.223 -1.419
H 0.051 2.585 -1.035
H -1.403 3.853 -4.757
H -0.123 4.920 -4.081
H -1.607 4.594 -3.182
O 2.710 0.282 -1.201
P 3.384 -0.410 -0.041
N 4.536 -1.351 -0.897
C 4.728 -2.783 -0.820
C 5.485 -0.635 -1.738
N 2.047 -1.337 0.507
C 2.083 -2.744 0.856
C 0.751 -1.005 -0.062
N 4.149 -0.649 1.513
C 3.498 0.191 2.557
C 5.592 -0.369 1.609
H 4.776 -3.147 0.211
H 5.676 -3.078 -1.272
H 3.940 -3.327 -1.350
H 6.273 -0.149 -1.143
H 4.984 0.146 -2.317
H 5.971 -1.295 -2.454
H 2.057 -3.388 -0.031
H 1.215 -2.999 1.472
H 2.951 -2.999 1.461
H 0.647 -1.410 -1.075
H 0.607 0.071 -0.101
H -0.063 -1.399 0.551
H 3.637 1.258 2.364
H 3.910 -0.042 3.540
H 2.429 -0.007 2.605
H 5.848 0.640 1.275
H 6.178 -1.086 1.038
H 5.916 -0.479 2.644
O -1.639 0.096 3.014
P -2.771 -0.341 3.903
N -2.149 -1.850 4.445
C -2.784 -3.147 4.351
C -0.876 -1.825 5.150
N -3.974 -0.539 2.692
C -4.863 -1.679 2.570
C -3.668 -0.016 1.363
N -4.032 -0.281 5.113
C -4.742 1.027 5.073
C -3.634 -0.482 6.517
H -3.824 -3.132 4.693
H -2.283 -3.877 4.988
H -2.755 -3.541 3.330
H -0.987 -1.461 6.182
H -0.162 -1.169 4.646
H -0.419 -2.813 5.195
H -4.369 -2.537 2.100
H -5.724 -1.417 1.949
H -5.279 -1.984 3.528
H -2.987 -0.677 0.811
H -3.216 0.969 1.422
H -4.585 0.093 0.780
H -4.082 1.855 5.348
H -5.592 1.017 5.756
H -5.136 1.225 4.079
H -2.848 0.209 6.835
H -3.299 -1.502 6.696
H -4.500 -0.337 7.165
*
```

[2]
# C22H52N6O5

5 unconnected molecules or ions with the total composition C22H52N6O5 (ωB97M-V with the def2-TZVPD basis set, OMol25).

Computed properties:
- HOMO level (eV) = -8.91
- F_max (eV/Å) = 0.63
- energy relative to the best compared isomer or geometry (same formula, charge and spin) (eV) = 0.000
- DFT total energy (hartree) = -1574.06218
- structure (SMILES) = N#CC[C@H](C#N)CCO.COC[C@@H](C)N.COC[C@@H](C)N.COC[C@@H](C)N.COC[C@@H](C)N
- gap between HOMO and LUMO (eV) = 9.252

The geometry in ORCA input format:
```
! RIJCOSX wB97M-V def2-TZVPD def2/J DEFGRID3
* xyz 0 1
N 4.668 -0.004 3.305
C 3.874 0.717 2.890
C 2.763 1.506 2.363
C 1.466 0.682 2.495
C 1.549 -0.564 1.732
N 1.542 -1.562 1.159
C 0.219 1.462 2.077
C -1.068 0.808 2.606
O -1.461 1.350 3.862
H 3.003 1.732 1.325
H 2.670 2.438 2.915
H 1.368 0.404 3.547
H 0.249 2.468 2.491
H 0.153 1.510 0.991
H -1.877 0.942 1.894
H -0.918 -0.270 2.708
H -0.945 0.923 4.553
C 3.411 -3.375 4.205
O 2.734 -4.333 5.001
C 1.701 -5.037 4.342
C 2.168 -6.244 3.518
C 2.825 -5.868 2.194
N 3.069 -7.123 4.268
H 2.733 -2.894 3.494
H 4.244 -3.819 3.657
H 3.814 -2.615 4.874
H 1.043 -5.400 5.137
H 1.114 -4.348 3.718
H 1.268 -6.822 3.287
H 3.835 -5.487 2.341
H 2.901 -6.747 1.554
H 2.248 -5.108 1.665
H 2.595 -7.467 5.098
H 3.834 -6.555 4.624
C -5.045 0.767 -0.360
O -4.001 -0.043 0.154
C -4.300 -1.423 0.265
C -4.115 -2.218 -1.034
C -5.222 -1.976 -2.051
N -2.820 -1.962 -1.670
H -6.023 0.405 -0.030
H -5.030 0.812 -1.452
H -4.895 1.774 0.031
H -3.604 -1.814 1.011
H -5.315 -1.554 0.664
H -4.135 -3.276 -0.754
H -5.117 -1.004 -2.534
H -5.185 -2.730 -2.836
H -6.209 -2.024 -1.583
H -2.068 -2.223 -1.039
H -2.725 -0.958 -1.792
C 4.682 4.326 0.472
O 5.319 3.087 0.715
C 6.475 2.834 -0.066
C 7.764 3.458 0.481
C 7.873 4.961 0.243
N 7.965 3.184 1.905
H 4.753 4.611 -0.581
H 5.095 5.126 1.091
H 3.628 4.212 0.731
H 6.593 1.748 -0.061
H 6.297 3.138 -1.106
H 8.585 2.979 -0.061
H 7.232 5.523 0.923
H 8.896 5.291 0.418
H 7.601 5.222 -0.781
H 8.011 2.181 2.059
H 7.133 3.484 2.406
C -5.892 1.456 -7.929
O -4.897 1.912 -7.033
C -5.355 2.720 -5.969
C -5.878 1.942 -4.755
C -7.263 1.336 -4.959
N -4.957 0.886 -4.325
H -6.675 2.208 -8.068
H -6.348 0.521 -7.593
H -5.408 1.274 -8.888
H -4.486 3.302 -5.653
H -6.111 3.430 -6.331
H -5.952 2.664 -3.936
H -7.225 0.455 -5.599
H -7.677 1.021 -4.001
H -7.949 2.057 -5.406
H -4.060 1.300 -4.086
H -4.756 0.299 -5.131
*
```

- Number 1 is which compound?
  C22H52ClN8O4P2

What did the first record say?
# C22H52ClN8O4P2

3 unconnected molecules or ions with the total composition C22H52ClN8O4P2 at a distorted geometry (ωB97M-V with the def2-TZVPD basis set, OMol25).

Computed properties:
- HOMO level (alpha / beta) (eV) = -8.26 / -8.26
- F_max (eV/Å) = 6.66
- DFT total energy (hartree) = -2751.19572
- gap between HOMO and LUMO (alpha / beta) (eV) = 8.555 / 8.548

The geometry in ORCA input format:
```
! RIJCOSX wB97M-V def2-TZVPD def2/J DEFGRID3
* xyz 0 2
C -0.274 -0.466 -3.701
C -0.970 0.824 -4.189
C -2.392 0.395 -4.602
C -0.318 1.391 -5.455
C 1.017 2.122 -5.221
Cl 2.424 1.049 -5.581
O 1.076 3.262 -6.150
C 1.271 2.858 -7.369
N 1.349 2.552 -8.493
C 1.164 2.622 -3.784
C -0.191 2.960 -3.173
C 0.116 3.436 -1.708
C -0.874 4.164 -3.856
N -1.089 1.795 -3.053
O -2.285 2.158 -2.775
H -0.699 -1.333 -4.204
H -0.504 -0.567 -2.644
H 0.799 -0.436 -3.883
H -2.933 1.215 -5.069
H -2.936 -0.067 -3.785
H -2.271 -0.361 -5.383
H -1.026 1.992 -6.024
H -0.098 0.533 -6.093
H 1.740 3.547 -3.812
H 1.723 1.895 -3.197
H 1.103 3.898 -1.719
H -0.575 4.223 -1.419
H 0.051 2.585 -1.035
H -1.403 3.853 -4.757
H -0.123 4.920 -4.081
H -1.607 4.594 -3.182
O 2.710 0.282 -1.201
P 3.384 -0.410 -0.041
N 4.536 -1.351 -0.897
C 4.728 -2.783 -0.820
C 5.485 -0.635 -1.738
N 2.047 -1.337 0.507
C 2.083 -2.744 0.856
C 0.751 -1.005 -0.062
N 4.149 -0.649 1.513
C 3.498 0.191 2.557
C 5.592 -0.369 1.609
H 4.776 -3.147 0.211
H 5.676 -3.078 -1.272
H 3.940 -3.327 -1.350
H 6.273 -0.149 -1.143
H 4.984 0.146 -2.317
H 5.971 -1.295 -2.454
H 2.057 -3.388 -0.031
H 1.215 -2.999 1.472
H 2.951 -2.999 1.461
H 0.647 -1.410 -1.075
H 0.607 0.071 -0.101
H -0.063 -1.399 0.551
H 3.637 1.258 2.364
H 3.910 -0.042 3.540
H 2.429 -0.007 2.605
H 5.848 0.640 1.275
H 6.178 -1.086 1.038
H 5.916 -0.479 2.644
O -1.639 0.096 3.014
P -2.771 -0.341 3.903
N -2.149 -1.850 4.445
C -2.784 -3.147 4.351
C -0.876 -1.825 5.150
N -3.974 -0.539 2.692
C -4.863 -1.679 2.570
C -3.668 -0.016 1.363
N -4.032 -0.281 5.113
C -4.742 1.027 5.073
C -3.634 -0.482 6.517
H -3.824 -3.132 4.693
H -2.283 -3.877 4.988
H -2.755 -3.541 3.330
H -0.987 -1.461 6.182
H -0.162 -1.169 4.646
H -0.419 -2.813 5.195
H -4.369 -2.537 2.100
H -5.724 -1.417 1.949
H -5.279 -1.984 3.528
H -2.987 -0.677 0.811
H -3.216 0.969 1.422
H -4.585 0.093 0.780
H -4.082 1.855 5.348
H -5.592 1.017 5.756
H -5.136 1.225 4.079
H -2.848 0.209 6.835
H -3.299 -1.502 6.696
H -4.500 -0.337 7.165
*
```

- What is the F_max in the second record?
  0.63 eV/Å

- What is the DFT total energy in the second record?
  -1574.06218 hartree